A structure of composition C15H27N3O8PtS in a non-equilibrium geometry. Source: OMol25; level of theory: ωB97M-V with the def2-TZVPD basis set.

Computed properties:
Energy relative to the best compared isomer or geometry (same formula, charge and spin) = 73.19 kcal/mol
Total charge = +2
Gap between HOMO and LUMO (spin up / spin down) = 4.77 / 4.77 eV
Molar mass = 604.54 g mol⁻¹

```
55
Properties=species:S:1:pos:R:3:nbo_charge:R:1
Pt -1.7517 1.3754 2.0009 1.020
C 1.4467 0.1532 2.2381 -0.257
O 0.5042 1.1753 2.5321 -0.565
C 0.6214 1.7330 3.8398 -0.102
C -0.1732 0.9364 4.8735 -0.113
O -1.5482 1.0024 4.4947 -0.523
C -2.3699 -0.0713 4.9129 -0.106
C -2.2061 -1.2989 3.9950 -0.106
O -2.4345 -0.9858 2.6295 -0.589
C -3.7846 -1.1480 2.2107 -0.266
H 2.4575 0.5160 2.4410 0.221
H 1.2751 -0.7650 2.8071 0.195
H 1.3565 -0.0650 1.1762 0.210
H 1.6732 1.7947 4.1375 0.239
H 0.1984 2.7412 3.7761 0.222
H 0.1736 -0.1005 4.9121 0.199
H -0.0440 1.3837 5.8663 0.240
H -2.1481 -0.3548 5.9473 0.231
H -3.3920 0.3137 4.8507 0.212
H -1.1788 -1.6723 4.0490 0.201
H -2.8842 -2.0890 4.3324 0.224
H -4.4586 -0.4560 2.7249 0.177
H -3.8081 -0.9528 1.1384 0.206
H -4.1138 -2.1737 2.4012 0.216
O -4.3678 2.9331 2.1084 -0.294
C -3.4148 2.3343 2.0632 0.578
C 4.4211 -2.5866 -5.4387 -0.631
C 4.0132 -1.4868 -4.5031 -0.595
S 2.1848 -1.6027 -4.1708 2.139
O 1.9789 -2.4057 -2.9940 -0.979
O 1.4741 -1.9335 -5.3592 -0.922
C 1.6292 0.0916 -3.6381 -0.654
C 0.1324 -0.0224 -3.3456 -0.247
N -0.2733 0.7355 -2.1777 -0.277
C -0.6523 0.2272 -0.9877 0.433
N -0.9915 1.2053 -0.1496 -0.514
C -0.8444 2.3786 -0.8101 -0.033
C -0.3878 2.1085 -2.0744 0.170
N -0.1202 3.0658 -3.1077 0.527
O -0.3635 4.2096 -2.8325 -0.313
O 0.3261 2.6419 -4.1490 -0.348
C -0.7007 -1.2076 -0.6451 -0.684
H 5.5132 -2.6158 -5.4924 0.242
H 4.0387 -2.4244 -6.4430 0.240
H 4.0885 -3.5587 -5.0807 0.233
H 4.1706 -0.4986 -4.9267 0.235
H 4.4639 -1.5782 -3.5171 0.240
H 1.8369 0.8038 -4.4304 0.266
H 2.2103 0.3121 -2.7467 0.230
H -0.1220 -1.0721 -3.1773 0.253
H -0.4306 0.3310 -4.2134 0.269
H -1.0505 3.3408 -0.3790 0.258
H -1.4890 -1.7075 -1.2087 0.269
H -0.9267 -1.3065 0.4163 0.237
H 0.2408 -1.7060 -0.8789 0.283
```

=====

An isolated molecule of C15H27NO2. Source: OMol25; level of theory: ωB97M-V with the def2-TZVPD basis set.

Computed properties:
Energy relative to the best compared isomer or geometry (same formula, charge and spin) = 1.65 kcal/mol
SMILES = NC[C@H](O)COCC[C@]12C[C@H]3C[C@H](C[C@H](C3)C1)C2
Gap between HOMO and LUMO = 9.95 eV
Molar mass = 253.39 g mol⁻¹

```
45
Properties=species:S:1:pos:R:3:nbo_charge:R:1
N 4.8917 -0.0059 1.5873 -0.829
C 3.9862 -0.9611 0.9824 -0.245
C 3.7541 -0.7655 -0.5316 0.069
O 4.9741 -0.7938 -1.2449 -0.723
C 3.0973 0.5810 -0.8406 -0.073
O 1.8774 0.6572 -0.1526 -0.556
C 1.1536 1.8337 -0.4352 -0.054
C -0.1221 1.9014 0.4016 -0.398
C -1.1731 0.7987 0.1709 -0.034
C -1.4742 0.5972 -1.3169 -0.409
C -2.5636 -0.4602 -1.4964 -0.205
C -2.0827 -1.7850 -0.9072 -0.401
C -1.7948 -1.5985 0.5811 -0.220
C -3.0723 -1.1613 1.2950 -0.398
C -3.5499 0.1623 0.7018 -0.220
C -3.8413 -0.0188 -0.7863 -0.401
C -2.4671 1.2248 0.8791 -0.394
C -0.7128 -0.5355 0.7664 -0.411
H 5.7200 0.0898 1.0057 0.358
H 4.4500 0.9051 1.6412 0.352
H 3.0222 -0.9074 1.4892 0.212
H 4.4079 -1.9617 1.1385 0.178
H 3.0836 -1.5647 -0.8853 0.159
H 5.4297 -1.6172 -1.0344 0.471
H 2.9450 0.6613 -1.9276 0.177
H 3.7709 1.4001 -0.5425 0.165
H 0.9221 1.8824 -1.5096 0.165
H 1.7760 2.7127 -0.1958 0.168
H 0.1645 1.8852 1.4551 0.208
H -0.5801 2.8716 0.1928 0.208
H -1.7949 1.5428 -1.7621 0.202
H -0.5734 0.2634 -1.8337 0.205
H -2.7674 -0.5886 -2.5662 0.207
H -2.8460 -2.5542 -1.0469 0.204
H -1.1769 -2.1134 -1.4219 0.203
H -1.4453 -2.5463 1.0068 0.208
H -3.8466 -1.9232 1.1773 0.203
H -2.8796 -1.0419 2.3637 0.203
H -4.4623 0.4863 1.2164 0.208
H -4.1992 0.9213 -1.2129 0.202
H -4.6233 -0.7689 -0.9256 0.204
H -2.2686 1.3761 1.9429 0.204
H -2.8178 2.1749 0.4677 0.201
H -0.5026 -0.4066 1.8307 0.201
H 0.2114 -0.8499 0.2826 0.227
```

=====

A cluster of 2 separate species, C15H28BClO7 in total in a non-equilibrium geometry. Source: OMol25; level of theory: ωB97M-V with the def2-TZVPD basis set.

Computed properties:
SMILES = CC[C@@H](Cl)B(CCCC(=O)O)CCOC(C)=O.CCOC(=O)OC
Gap between HOMO and LUMO = 10.23 eV
Molar mass = 366.65 g mol⁻¹

```
52
Properties=species:S:1:pos:R:3:nbo_charge:R:1
C 0.7701 1.0767 1.2508 -0.647
C -0.6098 1.0666 0.4291 -0.420
C -1.6851 -0.0112 0.9233 -0.574
Cl -3.1513 0.1776 -0.2175 -0.062
B -1.2281 -1.5668 0.7789 1.090
C -2.1231 -2.7980 1.4205 -0.840
C -3.1566 -2.3294 2.5574 -0.417
C -4.6448 -2.1207 1.9182 -0.523
C -5.3032 -0.7128 2.2807 0.777
O -6.0286 -0.1713 1.4011 -0.570
O -5.1059 -0.0090 3.4957 -0.682
C 0.1172 -2.0689 -0.0381 -0.857
C 1.2417 -2.6914 0.9309 -0.064
O 2.2545 -1.7422 1.3600 -0.537
C 2.3772 -1.7121 2.7757 0.811
C 3.8174 -1.8131 3.4512 -0.727
O 1.3901 -1.5648 3.5521 -0.592
H 1.5667 0.6116 0.5559 0.222
H 0.7186 0.5588 2.2654 0.227
H 1.1135 2.1718 1.3877 0.217
H -1.0891 2.1071 0.5915 0.213
H -0.4157 1.0038 -0.7009 0.221
H -1.9675 0.1898 2.0104 0.237
H -2.7220 -3.2829 0.5604 0.253
H -1.3936 -3.6156 1.7817 0.233
H -3.2771 -3.2256 3.2783 0.213
H -2.8161 -1.4437 3.1866 0.206
H -5.3707 -2.9544 2.2395 0.241
H -4.5747 -2.1705 0.7696 0.259
H -4.6875 -0.6191 4.1432 0.480
H -0.2487 -2.9500 -0.6955 0.242
H 0.5130 -1.2839 -0.7638 0.243
H 1.7935 -3.4990 0.3146 0.191
H 0.7358 -3.2477 1.7954 0.202
H 3.9081 -1.2150 4.4252 0.251
H 4.6536 -1.4532 2.7407 0.236
H 4.0320 -2.9126 3.6834 0.246
C 0.1954 4.4508 -4.5113 -0.641
C 0.8635 4.1519 -3.1826 -0.071
O 1.4570 2.8460 -3.1830 -0.497
C 2.6038 2.7292 -3.8715 0.983
O 3.1667 3.6125 -4.4700 -0.642
O 3.0012 1.4465 -3.8035 -0.496
C 4.1570 1.1602 -4.5868 -0.257
H -0.5248 3.6680 -4.7629 0.213
H -0.3213 5.4121 -4.4751 0.218
H 0.9234 4.4849 -5.3245 0.226
H 0.1092 4.1516 -2.3922 0.193
H 1.6051 4.9119 -2.9207 0.193
H 4.9828 1.8303 -4.3396 0.197
H 3.9123 1.2277 -5.6492 0.189
H 4.4651 0.1375 -4.3666 0.195
```

=====

A structure of composition C15H28BiBrN6O6P in a non-equilibrium geometry. Source: OMol25; level of theory: ωB97M-V with the def2-TZVPD basis set.

Computed properties:
Energy relative to the best compared isomer or geometry (same formula, charge and spin) = 22.74 kcal/mol
Total charge = +3
Gap between HOMO and LUMO = 7.39 eV
Molar mass = 708.28 g mol⁻¹

```
58
Properties=species:S:1:pos:R:3:nbo_charge:R:1
Bi 1.0096 0.7748 -1.0922 2.076
N -1.3392 0.1401 -1.1470 -0.863
C -1.5445 -1.1287 -0.4186 -0.169
C -2.7000 -1.9852 -0.9320 -0.424
C -2.5512 -2.4171 -2.4038 -0.424
C -3.0521 -3.8387 -2.6428 -0.222
N -2.1220 -4.7935 -2.0422 -0.582
C -2.1016 -6.0969 -2.2955 0.682
N -3.0430 -6.6637 -3.0436 -0.756
N -1.1265 -6.8515 -1.7849 -0.756
C -0.2234 -1.9266 -0.3909 0.791
O -0.2222 -3.1343 -0.3862 -0.607
O 0.8736 -1.1977 -0.3063 -0.833
H -1.8333 0.9077 -0.6986 0.436
H -1.6804 0.0611 -2.1030 0.410
H -1.7427 -0.8765 0.6269 0.246
H -3.6369 -1.4453 -0.7881 0.242
H -2.7439 -2.8624 -0.2866 0.242
H -1.5009 -2.3740 -2.7117 0.203
H -3.1199 -1.7513 -3.0535 0.241
H -3.1125 -4.0199 -3.7179 0.225
H -4.0494 -3.9568 -2.2096 0.216
H -1.4203 -4.4159 -1.4132 0.443
H -3.8503 -6.1613 -3.3706 0.431
H -3.0148 -7.6512 -3.2379 0.433
H -0.3378 -6.4361 -1.3192 0.426
H -1.0867 -7.8396 -1.9695 0.430
N 5.5822 2.2841 1.9156 -0.699
C 4.1158 2.5914 1.9231 -0.577
P 3.2196 0.9701 1.6893 2.162
O 4.3569 -0.0025 1.9627 -1.158
O 2.6961 0.8260 0.2567 -1.186
C 2.0345 0.3945 3.0089 -0.583
N 2.5180 -0.9592 3.4308 -0.702
H 5.6196 1.2244 1.9807 0.488
H 6.0956 2.7070 2.6874 0.454
H 6.0368 2.5627 1.0467 0.451
H 3.8512 3.2793 1.1267 0.284
H 3.8236 3.0421 2.8682 0.274
H 1.0175 0.3666 2.6320 0.265
H 2.0677 1.0894 3.8451 0.274
H 2.5117 -1.1141 4.4372 0.454
H 3.5182 -0.9820 3.0420 0.493
H 2.0017 -1.7105 2.9777 0.445
Br -2.0332 5.9645 -2.7939 0.116
C -1.4194 5.7218 -1.0201 -0.074
C -1.6072 6.7104 -0.0645 -0.184
C -1.1374 6.5107 1.2264 -0.176
C -0.4464 5.3572 1.5569 -0.184
C -0.2730 4.3639 0.5971 -0.128
C -0.7791 4.5419 -0.6935 -0.233
C 0.5027 3.1388 0.8683 0.811
O 1.5068 3.1309 1.5731 -0.673
O 0.0113 2.0307 0.3001 -0.887
H -2.1045 7.6333 -0.3290 0.256
H -1.3091 7.2709 1.9759 0.247
H -0.0648 5.2163 2.5595 0.234
H -0.6410 3.7800 -1.4482 0.202
```

=====

A cluster of 7 separate species, C15H28Br12F5NO2S in total in a non-equilibrium geometry. Source: OMol25; level of theory: ωB97M-V with the def2-TZVPD basis set.

Computed properties:
SMILES = O=S(=O)(F)N(CCF)C(F)(F)F.BrCCBr.BrCCBr.BrCCBr.BrCCBr.BrCCBr.BrCCBr
Gap between HOMO and LUMO = 10.10 eV
Molar mass = 1340.30 g mol⁻¹

```
64
Properties=species:S:1:pos:R:3:nbo_charge:R:1
O -1.0299 -5.4988 -0.4518 -0.892
S -1.3582 -5.2615 -1.8070 2.542
O -0.3259 -5.2736 -2.7784 -0.903
F -2.3368 -6.3610 -2.2083 -0.445
N -2.2753 -3.8593 -1.8599 -0.717
C -3.3648 -3.8615 -2.8650 -0.278
C -4.6911 -3.8607 -2.1327 0.050
F -4.7759 -5.0404 -1.4240 -0.362
C -1.4630 -2.6704 -1.9186 1.097
F -2.2009 -1.6761 -1.4101 -0.312
F -1.1104 -2.3362 -3.1591 -0.305
F -0.3567 -2.7987 -1.1848 -0.294
H -3.3379 -2.9833 -3.4983 0.235
H -3.3420 -4.7426 -3.4905 0.230
H -5.5284 -3.7742 -2.8130 0.176
H -4.6862 -3.0676 -1.3956 0.180
Br -0.8743 2.0675 -2.4487 -0.028
C -1.2985 2.4517 -0.5857 -0.452
C -2.2019 1.4028 0.0027 -0.452
Br -4.0358 1.6159 -0.6193 -0.032
H -1.7294 3.4455 -0.5656 0.233
H -0.3403 2.4600 -0.0667 0.239
H -2.2572 1.5017 1.0836 0.242
H -1.8976 0.3947 -0.2512 0.236
Br 1.7720 -0.5667 -0.8675 -0.017
C 2.8256 0.5280 -2.0828 -0.453
C 3.7848 1.4189 -1.3457 -0.443
Br 2.8737 2.9383 -0.5342 -0.034
H 2.1211 1.0847 -2.6935 0.245
H 3.3692 -0.1772 -2.7072 0.232
H 4.5064 1.8500 -2.0359 0.236
H 4.3091 0.9061 -0.5465 0.232
Br -2.2168 3.8414 2.4115 -0.011
C -0.6672 4.4895 3.3925 -0.444
C 0.6074 4.1915 2.6535 -0.451
Br 1.0888 2.3129 2.8068 -0.007
H -0.7010 4.0327 4.3751 0.227
H -0.8154 5.5623 3.4909 0.235
H 1.4395 4.7419 3.0866 0.233
H 0.5386 4.4160 1.5934 0.228
Br 2.7555 4.1484 -4.6488 -0.009
C 4.3130 4.8170 -3.6956 -0.456
C 5.5878 4.5464 -4.4486 -0.442
Br 6.1268 2.6797 -4.3206 -0.020
H 4.2962 4.3603 -2.7109 0.236
H 4.1533 5.8882 -3.5980 0.232
H 6.4103 5.1133 -4.0188 0.230
H 5.5046 4.7732 -5.5058 0.233
Br 1.7363 -9.8736 1.7144 -0.017
C 1.9032 -9.3214 -0.1444 -0.446
C 0.8451 -8.3237 -0.5298 -0.452
Br -0.8883 -9.1697 -0.7823 -0.020
H 1.8644 -10.2247 -0.7433 0.229
H 2.8913 -8.8744 -0.2245 0.228
H 1.0858 -7.8672 -1.4876 0.232
H 0.7056 -7.5458 0.2129 0.243
Br -4.1123 4.7152 6.7035 -0.003
C -2.4001 4.4132 7.5747 -0.451
C -1.8200 5.6864 8.1269 -0.443
Br -1.0768 6.8055 6.7175 -0.021
H -1.7524 3.9455 6.8411 0.225
H -2.6048 3.7081 8.3768 0.232
H -0.9874 5.4684 8.7916 0.230
H -2.5548 6.2878 8.6505 0.234
```

=====

A cluster of 3 separate species, C15H28Br2N2O2PS in total in a non-equilibrium geometry. Source: OMol25; level of theory: ωB97M-V with the def2-TZVPD basis set.

Computed properties:
Total charge = -1
Gap between HOMO and LUMO = 7.05 eV
Molar mass = 491.25 g mol⁻¹

```
51
Properties=species:S:1:pos:R:3:nbo_charge:R:1
C 2.2209 1.6571 0.4751 -0.742
C 1.7115 2.9201 1.1173 0.809
O 2.3458 3.4712 2.0115 -0.616
O 0.5069 3.4211 0.7717 -0.515
C 0.0331 3.3039 -0.5844 -0.082
C -1.4570 3.0227 -0.6151 -0.732
P -1.7189 1.1145 -0.6902 0.730
S -3.3033 1.1148 -2.3437 -0.565
C -3.0232 1.0612 0.7557 -0.315
Br -2.5593 -0.3970 1.9487 -0.018
C -4.0831 1.7985 1.0489 -0.150
C -4.5729 2.9394 0.2226 -0.671
Br -5.1725 1.5044 2.6140 -0.031
H 3.1501 1.4035 0.9525 0.236
H 1.4975 0.8574 0.5646 0.258
H 2.3729 1.8136 -0.5839 0.233
H 0.5676 2.5481 -1.1489 0.194
H 0.2114 4.2701 -1.0476 0.170
H -1.8900 3.5360 -1.4641 0.206
H -1.8449 3.3779 0.3328 0.218
H -1.8212 -0.3255 -0.7315 -0.116
H -0.7064 1.0742 -1.7345 -0.147
H -0.6670 0.9725 0.3028 -0.144
H -3.3400 2.3563 -2.8395 0.104
H -5.4656 3.3467 0.6882 0.214
H -3.8761 3.7642 0.1840 0.223
H -4.8638 2.6362 -0.7732 0.251
C -2.6563 -3.2549 -1.8655 -0.618
C -2.0171 -3.3369 -3.2470 -0.380
C -0.4897 -3.4646 -3.1865 -0.504
C 0.0942 -2.3097 -2.5117 0.278
N 0.5518 -1.4044 -1.9836 -0.311
H -2.3192 -2.3697 -1.3237 0.243
H -3.7408 -3.1914 -1.9492 0.217
H -2.4135 -4.1368 -1.2674 0.189
H -2.2810 -2.4461 -3.8188 0.222
H -2.4160 -4.1982 -3.7891 0.192
H -0.0676 -3.5283 -4.1897 0.238
H -0.2007 -4.3653 -2.6425 0.231
C 3.2304 -1.6129 3.3364 -0.615
C 4.4574 -2.4599 3.0160 -0.377
C 5.6305 -1.6267 2.4863 -0.508
C 5.2647 -0.9330 1.2543 0.284
N 4.9781 -0.3828 0.2931 -0.324
H 2.8450 -1.1164 2.4456 0.229
H 2.4297 -2.2338 3.7364 0.218
H 3.4642 -0.8459 4.0767 0.204
H 4.1934 -3.2197 2.2786 0.207
H 4.7856 -2.9866 3.9145 0.200
H 6.4940 -2.2594 2.2802 0.241
H 5.9298 -0.8799 3.2228 0.242
```